{"formula": "C15H17AlClF3N7S3", "method": "ωB97M-V/def2-TZVPD", "e_homo_ev": -10.8, "orbital_gap_ev": 8.1, "de_lowest_ev": 1.608, "total_charge": 1, "spin_multiplicity": 1, "species": ["H", "N", "H", "H", "C", "H", "S", "C", "C", "H", "C", "H", "H", "F", "C", "Al", "C", "N", "H", "H", "C", "C", "H", "F", "F", "C", "N", "H", "C", "H", "C", "S", "H", "C", "N", "H", "C", "H", "C", "N", "N", "S", "Cl", "C", "N", "H", "H"], "xyz": [[-0.38121, -5.43316, -1.87354], [-1.33304, 5.23730, -1.92395], [0.78144, 1.12733, 4.94561], [1.14708, 2.22241, -3.19444], [-1.07655, 3.98257, -2.31792], [-1.09930, -0.72963, -2.05173], [3.16364, -2.34280, 2.37596], [-1.19164, -4.06828, 1.08064], [-0.81587, -3.23380, -1.60812], [-1.41899, -4.34997, 2.11310], [-1.23077, -2.32197, -0.66962], [0.39809, 2.58759, -4.59976], [2.56072, -0.99245, 4.32700], [1.41484, 2.39393, -1.07956], [-1.31165, -0.89059, -1.02206], [0.09672, -0.01777, 0.13510], [1.57951, 1.09678, -0.71656], [1.14519, -1.21526, 1.33834], [-1.84241, 2.43294, 0.23003], [1.27846, -2.78840, -0.64679], [-0.54014, -4.59426, -1.21359], [0.41785, 0.49345, 2.87047], [-2.17113, -0.37570, -0.64271], [2.57218, 1.20556, 0.26432], [2.09980, 0.48109, -1.76283], [-0.63656, -4.94705, 0.15969], [-1.62395, 2.84657, 1.12874], [-0.73465, -2.88505, -2.67633], [0.42112, 1.31943, 3.92730], [-0.83882, 5.95322, -2.39888], [-0.86741, 2.19770, 1.98956], [-2.05815, 2.72158, -1.87514], [0.51262, 4.65488, -3.31513], [-1.40020, -2.75052, 0.71143], [2.00723, -2.91421, 0.00735], [-2.16640, 3.64964, 1.37372], [1.32043, -0.62363, 2.58143], [2.49283, -3.83639, -0.07685], [2.31368, -1.20473, 3.31019], [0.32739, 2.57140, -3.63603], [-0.25039, 1.03713, 1.74506], [-0.50313, 2.78111, 3.64196], [-1.97143, -1.61272, 1.88580], [1.95610, -2.20232, 1.13268], [-0.03645, 3.79491, -3.10265], [-2.01025, 5.50113, -1.19717], [-0.49642, -5.95900, 0.32591]], "forces_ev_per_angstrom": [[0.38, 0.37, -0.50], [-0.15, 0.40, 0.52], [0.07, 0.16, -0.72], [0.60, -0.17, 0.25], [-1.25, -0.73, 0.88], [-0.18, 0.39, -0.82], [-0.35, -0.95, -0.17], [0.44, 0.65, 0.62], [0.45, -2.20, -0.99], [0.21, -0.07, -0.39], [-0.06, 0.28, 2.13], [0.05, 0.23, -2.18], [0.30, 0.14, 0.26], [-0.34, 0.11, -0.13], [1.35, 0.19, 1.59], [-0.33, 0.23, -0.20], [-0.38, 0.49, 1.97], [-1.28, 1.43, -0.52], [0.03, 0.19, -0.53], [-0.93, 0.05, -0.77], [-0.65, 1.44, 1.42], [0.73, 1.38, -0.52], [-0.89, 0.15, -0.22], [0.01, -0.43, -0.45], [0.94, -0.54, -1.11], [-1.03, 1.55, -2.54], [0.10, -0.33, 0.47], [-0.08, -0.62, 1.23], [-0.57, 0.06, 1.12], [0.26, 0.93, -0.05], [0.98, -0.40, 1.54], [-0.86, -0.94, 0.13], [-0.27, -1.21, 0.06], [-0.16, -0.57, -2.02], [1.38, -1.51, 0.12], [0.00, 0.22, 0.26], [0.12, -0.80, 0.76], [-0.62, 1.53, 0.46], [-0.99, 1.22, -0.20], [-0.78, 0.14, 1.95], [-0.32, -0.11, -0.14], [-0.17, -0.97, -1.09], [-0.15, -0.05, -0.03], [1.86, -0.71, -0.23], [1.68, 1.79, -1.19], [0.56, -0.66, -0.98], [0.29, -1.75, 0.94]]}